This record from the OMol25 dataset describes a structure of composition C22H20N7ORe. The level of theory is ωB97M-V/def2-TZVPD.

The spin multiplicity is 4. Its total charge is +3. The value obtained for the highest occupied orbital energy (alpha / beta) is -17.7094 / -17.7877 eV. The calculation puts the total energy at -37721.552 eV. As for the gap between HOMO and LUMO (alpha / beta): 8.0 / 6.3 eV.

Each line ends with the Mulliken charge.
Atoms and positions in Å:
Re1 0.072 -0.186 0.481  0.983
C1 2.753 0.328 -0.500  -1.345
N1 1.484 -0.239 -1.084  -0.098
C2 1.642 -1.689 -1.461  -1.291
C3 0.308 -2.393 -1.423  1.155
C4 0.015 -3.481 -2.215  -1.001
C5 -1.200 -4.136 -2.039  -0.300
C6 -2.091 -3.678 -1.077  -0.883
C7 -1.746 -2.576 -0.323  0.052
N2 -0.570 -1.945 -0.490  0.148
C8 1.024 0.606 -2.247  -1.127
C9 -0.417 1.031 -2.143  0.933
C10 -1.068 1.622 -3.208  -0.986
C11 -2.370 2.073 -3.038  -0.368
C12 -2.991 1.916 -1.805  -0.826
C13 -2.297 1.308 -0.785  -0.124
N3 -1.029 0.877 -0.950  0.282
C14 2.416 1.560 0.304  1.084
C15 3.280 2.619 0.464  -0.980
C16 2.913 3.670 1.301  -0.333
C17 1.682 3.635 1.942  -0.881
C18 0.851 2.555 1.729  0.069
N4 1.210 1.534 0.931  0.012
H1 3.471 0.540 -1.294  0.605
H2 3.181 -0.431 0.156  0.442
H3 2.304 -2.145 -0.722  0.357
H4 2.119 -1.773 -2.438  0.561
H5 0.729 -3.825 -2.951  0.531
H6 -1.448 -4.994 -2.649  0.476
H7 -3.041 -4.166 -0.913  0.467
H8 -2.405 -2.175 0.436  0.536
H9 1.203 0.064 -3.176  0.575
H10 1.648 1.502 -2.275  0.535
H11 -0.562 1.733 -4.158  0.551
H12 -2.894 2.544 -3.860  0.475
H13 -4.004 2.255 -1.638  0.477
H14 -2.731 1.145 0.192  0.551
H15 4.233 2.625 -0.048  0.536
H16 3.582 4.508 1.446  0.475
H17 1.367 4.435 2.597  0.472
H18 -0.124 2.485 2.193  0.545
N5 -2.497 -0.281 3.856  -0.294
C19 -1.403 -0.541 3.178  0.960
O1 -1.315 -0.071 1.946  -0.634
C20 -0.340 -1.311 3.732  0.077
C21 -0.409 -1.826 5.050  -0.469
N6 -0.598 -2.219 6.113  -0.304
C22 0.669 -1.441 2.811  0.403
N7 1.242 -1.297 1.795  -0.583
H19 -3.240 0.273 3.455  0.260
H20 -2.609 -0.628 4.801  0.238

This record from the OMol25 dataset describes a structure of composition HIN3P3. The level of theory is ωB97M-V/def2-TZVPD.

The value obtained for the highest occupied orbital energy is -8.1736 eV. The calculation puts the total energy at -40451.008 eV. As for the gap between HOMO and LUMO: 6.6 eV.

Each line ends with the Mulliken charge.
Atoms and positions in Å:
N1 0.582 1.309 -1.210  -0.038
N2 0.425 -0.364 0.682  -0.105
N3 -1.591 -1.734 1.124  -0.432
P1 -0.555 1.130 -2.195  0.210
P2 -0.127 -1.485 1.687  0.130
P3 1.547 0.441 -0.115  0.001
I1 -2.244 -0.816 -0.657  0.183
H1 1.965 1.519 0.683  0.051

This record from the OMol25 dataset describes a structure of composition C17H21N5OPdS. The level of theory is ωB97M-V/def2-TZVPD.

The value obtained for the highest occupied orbital energy (alpha / beta) is -8.2746 / -8.2747 eV. The calculation puts the total energy at -41781.848 eV. As for the gap between HOMO and LUMO (alpha / beta): 7.5 / 7.5 eV.

Each line ends with the Mulliken charge.
Atoms and positions in Å:
Pd1 0.239 0.472 0.580  -0.286
N1 0.609 -3.308 -3.551  -0.295
C1 0.389 -2.261 -4.389  0.293
O1 0.252 -2.403 -5.587  -0.629
C2 0.325 -0.899 -3.760  0.734
C3 -0.236 0.141 -4.493  -0.255
C4 -0.292 1.400 -3.927  -0.748
C5 0.210 1.574 -2.646  0.029
N2 0.759 0.592 -1.936  -0.320
C6 0.818 -0.615 -2.496  -0.742
H1 0.628 -4.228 -3.956  0.224
H2 0.605 -3.216 -2.553  0.141
H3 -0.613 -0.064 -5.485  0.480
H4 -0.725 2.237 -4.457  0.405
H5 0.155 2.545 -2.165  0.256
H6 1.304 -1.374 -1.893  0.456
N3 -2.960 0.911 0.510  -0.704
C7 -1.813 0.772 0.559  0.031
C8 1.818 4.075 2.103  -1.812
C9 0.574 3.221 1.832  2.508
C10 -0.015 2.671 3.129  -1.498
C11 -0.497 4.071 1.094  -1.607
C12 0.862 2.173 0.836  -0.855
H7 1.563 4.895 2.776  0.419
H8 2.217 4.503 1.182  0.426
H9 2.601 3.483 2.578  0.401
H10 -0.265 3.503 3.790  0.424
H11 0.700 2.022 3.636  0.361
H12 -0.917 2.092 2.934  0.315
H13 -0.753 4.904 1.751  0.458
H14 -1.391 3.481 0.895  0.366
H15 -0.120 4.483 0.156  0.370
H16 1.586 2.451 0.057  0.556
C13 -0.773 -5.034 2.946  -1.174
C14 -0.568 -3.807 2.114  1.085
C15 -1.347 -3.577 0.970  -1.111
C16 -1.100 -2.429 0.263  -0.142
N4 -0.113 -1.603 0.619  -0.035
C17 0.562 -1.870 1.758  0.435
S1 1.652 -0.591 2.201  -0.412
N5 0.362 -2.948 2.514  -0.503
H17 -0.440 -5.918 2.398  0.286
H18 -1.830 -5.171 3.176  0.343
H19 -0.204 -4.955 3.868  0.338
H20 -2.133 -4.258 0.677  0.365
H21 -1.684 -2.141 -0.605  0.616

This record from the OMol25 dataset describes a structure of composition C26H13BrCl5CuN4O2S. The level of theory is ωB97M-V/def2-TZVPD.

Its total charge is -2. The value obtained for the highest occupied orbital energy is -1.4054 eV. The calculation puts the total energy at -225357.604 eV. As for the gap between HOMO and LUMO: 5.1 eV.

Each line ends with the Mulliken charge.
Atoms and positions in Å:
Cu1 0.349 0.348 2.322  -0.326
O1 2.313 1.060 2.581  -0.712
N1 2.939 1.316 1.447  0.443
C1 3.863 0.399 1.053  -0.081
C2 4.611 0.532 -0.084  -0.777
C3 4.397 1.662 -0.878  -0.094
C4 3.455 2.587 -0.493  -0.774
C5 2.674 2.471 0.698  0.068
S1 1.532 3.633 1.200  -0.376
H1 3.941 -0.439 1.727  0.409
H2 5.332 -0.236 -0.346  0.368
H3 4.968 1.809 -1.788  0.327
H4 3.271 3.475 -1.082  0.367
Br1 -6.618 -2.128 -3.056  -0.247
C6 -4.747 -2.259 -3.383  0.176
C7 -3.930 -2.898 -2.466  -0.637
C8 -2.564 -2.998 -2.713  -0.057
C9 -1.997 -2.497 -3.893  0.141
C10 -2.854 -1.866 -4.796  -0.196
C11 -4.219 -1.735 -4.545  -0.485
N2 -0.664 -2.774 -4.325  -0.823
N3 0.332 -2.912 -3.529  -0.349
C12 0.533 -2.304 -2.305  -0.030
C13 1.392 -3.064 -1.473  -0.194
C14 1.572 -2.824 -0.144  -1.088
C15 0.909 -1.716 0.493  1.153
O2 0.922 -1.525 1.691  -0.724
C16 0.223 -0.741 -0.413  0.396
N4 -0.135 0.423 0.175  -0.472
C17 -0.676 1.362 -0.571  -0.205
C18 -0.844 1.205 -1.952  -1.170
C19 -0.473 0.033 -2.555  -0.479
C20 0.041 -1.024 -1.778  0.835
H5 -4.350 -3.310 -1.560  0.390
H6 -1.927 -3.492 -1.991  0.355
H7 -2.424 -1.466 -5.711  0.393
H8 -4.862 -1.228 -5.253  0.378
H9 1.836 -3.945 -1.931  0.364
H10 2.167 -3.483 0.477  0.391
H11 -0.940 2.283 -0.066  0.485
H12 -1.240 2.026 -2.540  0.387
H13 -0.541 -0.066 -3.625  0.543
Cl1 -2.330 2.557 2.382  -0.238
C21 -1.323 2.368 3.827  1.197
C22 -0.474 1.269 3.896  -1.159
C23 0.155 1.119 5.132  1.331
Cl2 1.179 -0.302 5.378  -0.220
C24 0.019 2.012 6.199  -0.344
Cl3 0.811 1.739 7.737  -0.232
C25 -0.767 3.153 6.037  0.464
Cl4 -0.906 4.323 7.325  -0.239
C26 -1.458 3.327 4.836  -0.402
Cl5 -2.469 4.740 4.631  -0.229

This record from the OMol25 dataset describes a cluster of 2 separate species, C2H10NOS in total. The level of theory is ωB97M-V/def2-TZVPD.

Its total charge is +1. The value obtained for the highest occupied orbital energy is -13.2873 eV. The calculation puts the total energy at -16601.634 eV. As for the gap between HOMO and LUMO: 9.8 eV.

Each line ends with the Mulliken charge.
Atoms and positions in Å:
C1 0.759 0.380 -0.441  -0.506
C2 -0.043 1.663 -0.506  -0.582
S1 -1.303 1.491 0.794  -0.265
N1 -0.159 -0.787 -0.644  -0.278
H1 1.337 0.265 0.475  0.309
H2 1.485 0.335 -1.250  0.337
H3 -0.248 1.939 -1.555  0.395
H4 0.493 2.552 -0.172  0.356
H5 -2.365 2.206 0.480  0.179
H6 -1.193 -0.743 -0.694  0.411
H7 0.065 -1.659 -0.093  0.209
H8 -0.011 -1.083 -1.622  0.403
H9 0.936 -2.405 1.259  0.364
H10 0.230 -1.916 2.435  0.344
O1 0.018 -2.241 1.536  -0.678